{"formula": "C26H72N2O18", "method": "ωB97M-V/def2-TZVPD", "elements": ["C", "O", "C", "C", "N", "C", "C", "O", "C", "H", "H", "H", "H", "H", "H", "H", "H", "H", "H", "H", "H", "H", "H", "H", "C", "O", "C", "C", "N", "C", "C", "O", "C", "H", "H", "H", "H", "H", "H", "H", "H", "H", "H", "H", "H", "H", "H", "H", "O", "C", "C", "O", "H", "H", "H", "H", "H", "H", "O", "C", "C", "O", "H", "H", "H", "H", "H", "H", "O", "C", "C", "O", "H", "H", "H", "H", "H", "H", "O", "C", "C", "O", "H", "H", "H", "H", "H", "H", "O", "C", "C", "O", "H", "H", "H", "H", "H", "H", "O", "C", "C", "O", "H", "H", "H", "H", "H", "H", "O", "C", "C", "O", "H", "H", "H", "H", "H", "H"], "xyz": [[-0.85590, -1.46055, -2.08188], [0.42030, -2.01294, -1.95974], [0.90984, -2.40787, -3.22350], [2.40150, -2.66807, -3.00479], [2.98711, -3.35532, -4.15542], [4.21776, -3.96830, -3.91351], [4.76881, -4.43958, -5.21930], [5.04749, -3.22917, -5.92252], [4.84085, -3.48956, -7.28746], [-1.54430, -1.87729, -2.77469], [-0.78726, -0.38601, -2.31109], [-1.15408, -1.52119, -0.96617], [0.65754, -1.59297, -3.91011], [0.37983, -3.29791, -3.56606], [2.57341, -3.27589, -2.15844], [2.99257, -1.77412, -2.78429], [3.25232, -2.60856, -4.78683], [4.06463, -4.85782, -3.22115], [4.97655, -3.37988, -3.43815], [4.03634, -5.04035, -5.68594], [5.60101, -5.07433, -4.95342], [3.74586, -3.70736, -7.53306], [5.47050, -4.31221, -7.45681], [5.28979, -2.74018, -7.86006], [0.27715, 0.20571, 6.35118], [1.40025, 0.53486, 5.58087], [1.76974, -0.47786, 4.67475], [2.91068, -0.04112, 3.76903], [3.24862, -1.07109, 2.80395], [2.40631, -0.90396, 1.62929], [2.84910, -2.16406, 0.84193], [2.12629, -3.20989, 1.43910], [0.87526, -3.49214, 0.88840], [0.36037, -0.72667, 6.75308], [-0.70893, 0.30391, 5.83108], [0.30839, 0.77945, 7.25437], [0.88132, -0.76742, 4.11713], [1.97419, -1.34654, 5.23418], [3.71774, 0.14658, 4.42127], [2.68227, 0.87326, 3.30148], [3.25242, -1.96733, 3.22585], [2.55236, 0.06328, 1.10042], [1.32095, -0.84373, 1.90963], [3.93832, -2.19851, 0.79368], [2.53716, -2.03064, -0.20325], [1.03601, -3.73642, -0.14715], [0.20050, -2.66579, 1.11278], [0.58532, -4.44737, 1.41844], [3.61852, 0.72605, -2.63774], [2.77484, 0.63286, -1.49474], [2.00944, 1.86962, -1.28192], [1.25235, 1.86960, -0.07822], [4.48614, 1.06459, -2.38966], [2.17376, -0.25423, -1.44215], [3.55766, 0.56244, -0.72159], [1.38283, 2.11917, -2.14594], [2.70808, 2.65541, -1.25388], [0.66260, 2.61258, 0.05778], [-4.31135, 3.07398, 2.76218], [-3.32032, 2.41053, 3.50200], [-3.92964, 1.37249, 4.34680], [-2.97651, 0.87679, 5.23658], [-4.59001, 3.72215, 3.39456], [-2.53224, 1.96806, 2.80895], [-2.75242, 3.07760, 4.16826], [-4.42388, 0.51722, 3.86480], [-4.70960, 1.79220, 4.96687], [-2.68368, 0.01163, 5.01902], [-0.85458, 0.32875, 0.51269], [-1.91230, 1.24762, 0.23083], [-3.27450, 0.57085, 0.33043], [-4.27624, 1.56379, 0.41989], [-0.02460, 0.67719, 0.11269], [-1.81990, 2.11262, 0.86897], [-1.64276, 1.65539, -0.77942], [-3.37578, 0.02499, 1.31685], [-3.45536, -0.09768, -0.53287], [-4.28212, 1.95193, 1.30615], [-3.54555, 3.22126, -1.47769], [-2.84938, 4.35454, -1.05392], [-1.83786, 4.65011, -2.19978], [-0.73429, 3.77954, -2.08125], [-3.66329, 2.58047, -0.80243], [-3.60679, 5.13527, -1.01564], [-2.37390, 4.23982, -0.09058], [-1.45767, 5.67542, -2.06709], [-2.25601, 4.57272, -3.19277], [0.05983, 4.29953, -2.19423], [-0.17997, 3.76168, 1.25178], [-0.01371, 3.86259, 2.64449], [0.30573, 2.60885, 3.33012], [0.74354, 2.83232, 4.62959], [0.09349, 4.52661, 0.82507], [0.68899, 4.67930, 2.80033], [-0.99611, 4.17209, 2.97032], [1.10057, 2.10019, 2.81507], [-0.53750, 1.83287, 3.39851], [0.95159, 1.98011, 4.99998], [-1.53262, -0.70326, 2.98747], [-1.64808, -2.11074, 3.07187], [-2.46074, -2.63092, 1.92232], [-2.46233, -4.00910, 1.84215], [-1.29578, -0.32463, 2.11888], [-0.63343, -2.48084, 3.09256], [-2.20178, -2.40743, 4.01752], [-2.11368, -2.31829, 0.91209], [-3.55672, -2.28126, 1.86571], [-2.35265, -4.17712, 0.90821], [-2.20086, -0.04784, -5.31873], [-3.47151, 0.37183, -4.82880], [-3.22174, 0.81273, -3.40863], [-1.92433, 1.47566, -3.35857], [-1.57286, 0.56664, -4.93917], [-3.95651, 1.21742, -5.38116], [-4.23812, -0.43098, -4.87983], [-3.20718, -0.02645, -2.66819], [-4.14388, 1.44205, -3.17744], [-1.96956, 2.14196, -2.66341]], "smiles": "COCCNCCOC.COCCNCCOC.OCCO.OCCO.OCCO.OCCO.OCCO.OCCO.OCCO", "e_above_lowest_kj_mol": 391.0}